{"formula": "C50H31BrF7N4O5P2S3Ti", "method": "ωB97M-V/def2-TZVPD", "homo_lumo_gap_ev": 7.0, "total_energy_ev": -231818.14678, "spin_multiplicity": 1, "largest_force_ev_per_a": 3.46, "total_charge": -1, "relative_energy_kj_mol": 228.93, "e_homo_ev": -5.404, "lumo_energy_ev": 1.61, "elements": ["Ti", "C", "C", "C", "C", "C", "C", "P", "C", "C", "C", "C", "C", "C", "C", "C", "C", "C", "C", "C", "C", "C", "C", "C", "H", "H", "H", "H", "H", "H", "H", "H", "H", "H", "H", "H", "H", "H", "H", "H", "S", "C", "S", "C", "C", "N", "C", "N", "F", "C", "C", "F", "C", "F", "C", "P", "C", "C", "C", "C", "C", "C", "C", "C", "C", "C", "C", "C", "C", "Br", "C", "F", "H", "H", "H", "H", "H", "H", "H", "H", "H", "H", "C", "N", "C", "C", "C", "O", "N", "C", "O", "H", "H", "H", "H", "H", "F", "C", "F", "F", "S", "O", "O", "O"], "xyz": [[0.7630, 0.0958, -0.0506], [-2.6781, -4.3249, -4.4417], [-1.3707, -4.7816, -4.3956], [-0.4162, -4.0942, -3.6587], [-0.7638, -2.9371, -2.9763], [-2.0828, -2.4892, -3.0151], [-3.0341, -3.1790, -3.7429], [0.3997, -1.8546, -2.0497], [3.0776, 0.4204, -2.0057], [2.7755, 1.4995, -2.8432], [3.7170, 1.9617, -3.7442], [4.9740, 1.3803, -3.8175], [5.2969, 0.3485, -2.9509], [4.3648, -0.1259, -2.0449], [0.2696, -0.5361, -3.3059], [0.5848, -0.7560, -4.6232], [0.2549, 0.2003, -5.5938], [-0.4679, 1.3048, -5.2359], [-0.8185, 1.5489, -3.8904], [-1.6123, 2.6539, -3.5201], [-1.9566, 2.8188, -2.2104], [-1.4463, 1.9643, -1.2163], [-0.6003, 0.8967, -1.4762], [-0.3768, 0.6507, -2.8740], [-3.4196, -4.8539, -5.0251], [-1.0844, -5.6729, -4.9390], [0.6029, -4.4550, -3.6280], [-2.3468, -1.5792, -2.4905], [-4.0505, -2.8128, -3.7766], [1.8088, 1.9764, -2.7586], [3.4629, 2.7854, -4.3977], [5.7020, 1.7419, -4.5306], [6.2858, -0.0914, -2.9697], [4.6245, -0.8907, -1.3265], [1.0703, -1.6798, -4.9093], [0.5421, 0.0351, -6.6243], [-0.7933, 2.0139, -5.9883], [-1.9486, 3.3486, -4.2792], [-2.5964, 3.6394, -1.9135], [-1.7469, 2.1905, -0.1997], [-0.4794, 1.2782, 1.7333], [0.3978, 2.6963, 1.3154], [1.6622, 2.3943, 0.1712], [0.1043, 3.9584, 1.7843], [-0.9552, 4.2159, 2.6843], [-1.8205, 4.4763, 3.3997], [0.8263, 5.0977, 1.3589], [1.3681, 6.0650, 1.0446], [-5.4819, -2.2774, 4.3125], [-4.3057, -2.3848, 3.6875], [-3.3829, -3.3268, 4.1149], [-3.7082, -4.1630, 5.1081], [-2.1470, -3.4132, 3.4982], [-1.3363, -4.3903, 3.9215], [-1.7755, -2.5876, 2.4390], [0.0453, -2.5828, 1.7978], [-0.2072, -4.2981, 1.1523], [0.4710, -5.4555, 1.5132], [0.2844, -6.6331, 0.8044], [-0.5948, -6.6792, -0.2660], [-1.2912, -5.5351, -0.6256], [-1.0889, -4.3571, 0.0722], [0.6058, -2.4313, 3.5529], [0.3605, -1.1732, 4.0976], [0.6684, -0.8947, 5.4187], [1.2212, -1.8768, 6.2231], [1.4978, -3.1215, 5.6801], [1.2104, -3.3929, 4.3526], [-2.7678, -1.7367, 1.9652], [-2.5292, -0.8347, 0.3190], [-4.0057, -1.6090, 2.5833], [-4.9222, -0.7671, 2.0983], [1.1646, -5.4385, 2.3367], [0.8360, -7.5192, 1.0929], [-0.7401, -7.6001, -0.8157], [-1.9865, -5.5562, -1.4553], [-1.6238, -3.4671, -0.2375], [-0.0573, -0.3900, 3.4807], [0.4699, 0.0920, 5.8142], [1.4451, -1.6736, 7.2623], [1.9375, -3.8978, 6.2934], [1.4562, -4.3634, 3.9558], [4.1682, -3.3366, -3.7018], [3.8903, -3.4618, -2.2835], [4.8300, -3.9118, -1.3837], [4.5535, -4.0329, -0.0843], [3.2371, -3.6468, 0.4008], [2.8710, -3.7562, 1.5595], [2.3477, -3.1849, -0.5489], [2.6946, -3.0706, -1.7807], [1.8340, -2.5763, -2.6737], [5.2241, -3.5299, -3.8757], [3.9289, -2.3283, -4.0408], [3.5689, -4.0553, -4.2650], [5.7968, -4.1410, -1.8065], [5.2932, -4.3335, 0.6392], [4.6460, 1.4498, 2.8818], [3.5901, 0.6102, 2.8376], [2.5173, 1.3157, 3.2269], [3.8052, -0.3449, 3.7430], [3.2802, -0.0296, 1.0469], [4.1856, -1.1802, 0.9928], [1.8415, -0.4739, 1.3777], [2.1556, -0.1079, -1.1835]], "atomic_forces_ev_per_a": [[-1.306, 0.768, 0.204], [-0.013, -0.053, -0.024], [-0.006, 0.005, -0.032], [0.124, 0.051, 0.067], [-0.121, -0.119, 0.478], [0.050, -0.054, 0.005], [-0.037, 0.027, 0.007], [0.203, -0.240, -1.259], [0.703, 0.382, -0.683], [-0.173, -0.157, 0.287], [0.023, -0.009, -0.036], [0.054, 0.020, -0.074], [0.012, -0.001, -0.038], [-0.335, -0.089, 0.181], [0.154, -0.044, -0.023], [0.034, 0.040, 0.291], [0.018, 0.053, -0.098], [0.061, 0.017, -0.092], [0.059, -0.171, 0.169], [-0.034, 0.088, 0.107], [-0.003, 0.083, -0.194], [-0.122, -0.248, 0.065], [-0.989, 0.591, -0.758], [-0.081, -0.081, -0.223], [-0.020, -0.035, -0.005], [-0.014, -0.030, -0.003], [0.016, -0.017, 0.019], [-0.108, 0.019, -0.021], [-0.066, 0.004, 0.000], [-0.012, -0.031, -0.063], [-0.020, 0.046, 0.003], [0.033, 0.033, -0.022], [0.048, 0.010, 0.011], [-0.001, -0.125, 0.035], [0.000, -0.041, -0.067], [-0.051, 0.021, -0.035], [0.018, 0.027, -0.018], [-0.024, 0.011, -0.058], [-0.020, 0.045, 0.004], [0.136, -0.031, -0.022], [-0.145, 0.396, -0.019], [0.145, 0.140, -0.068], [-0.599, -0.101, 0.047], [0.142, -0.401, -0.126], [-0.388, -0.041, 0.282], [-0.013, -0.061, 0.037], [0.253, 0.397, -0.143], [0.069, -0.034, -0.057], [0.050, -0.008, -0.128], [0.033, -0.017, -0.008], [0.024, -0.011, -0.006], [0.058, 0.139, -0.040], [-0.125, -0.103, -0.160], [-0.127, 0.061, 0.098], [0.220, 0.195, -0.094], [-1.915, -0.444, 0.633], [0.585, -0.045, -0.073], [0.056, 0.045, 0.069], [-0.032, -0.045, 0.058], [-0.017, -0.028, -0.025], [-0.040, -0.061, 0.013], [-0.001, 0.068, 0.053], [0.647, -0.191, -0.170], [0.052, -0.009, -0.087], [-0.077, 0.017, 0.025], [0.024, -0.031, 0.013], [0.044, -0.073, 0.053], [0.079, -0.003, -0.122], [-0.056, -0.056, -0.199], [-0.209, 0.005, 0.155], [0.166, -0.034, -0.097], [-0.066, -0.069, 0.132], [0.100, -0.013, -0.043], [-0.012, -0.015, 0.017], [0.004, -0.028, -0.015], [0.001, 0.043, -0.036], [-0.022, 0.026, 0.004], [-0.023, 0.009, 0.040], [-0.004, 0.049, -0.006], [0.022, 0.019, 0.010], [0.042, 0.008, 0.011], [0.008, -0.051, -0.043], [-0.066, 0.082, -0.234], [-0.077, 0.286, -0.264], [0.159, -0.155, 0.021], [0.104, 0.206, 0.178], [-0.483, -0.278, 0.489], [0.192, -0.110, 0.052], [-0.250, 0.317, -0.455], [-0.238, -0.278, 0.732], [-0.126, 0.205, 0.274], [-0.012, -0.016, 0.041], [0.045, -0.037, 0.002], [0.071, 0.047, -0.043], [0.022, -0.042, -0.056], [0.078, -0.082, -0.042], [-0.022, -0.241, -0.264], [-0.281, 0.395, -0.068], [0.061, -0.006, 0.155], [-0.043, -0.136, -0.309], [2.828, 0.335, 1.964], [0.058, -0.159, -0.106], [0.465, -0.833, 0.864], [0.378, 0.092, -0.999]]}